Computed, not measured: a 2-piece molecular cluster, H3N3O2S overall, with ωB97M-V/def2-TZVPD.

Output
E: -19444.2247 eV
E_LUMO: -0.79 eV
multiplicity: 1
orbital gap: 9.287 eV
net charge: 0
SMILES string: [H]/N=N\[N+](=O)[O-].S
energy relative to the best compared isomer or geometry (same formula, charge and spin): 1.9110 eV

Element x y z (Å)
O: 2.84 -0.33 -0.93
N: 0.40 1.15 0.83
N: 1.26 1.13 0.02
H: 0.18 0.26 1.33
N: 1.95 -0.29 -0.15
H: -2.98 -0.81 0.25
S: -3.04 0.25 -0.55
H: -2.07 -0.22 -1.33
O: 1.46 -1.14 0.53